C19H57O10V | ωB97M-V/def2-TZVPD

Geometry as ORCA input:
```
! wB97M-V def2-TZVPD RIJCOSX def2/J DEFGRID3
* xyz 1 4
V -2.47 -1.77 2.52
C -0.51 0.11 0.47
O -1.34 -1.02 0.73
H -0.55 0.77 1.33
H 0.55 -0.15 0.38
H -0.76 0.66 -0.44
C -1.13 -5.61 1.61
C -0.47 -4.32 2.06
O -1.33 -3.65 2.92
H -1.32 -6.32 2.42
H -0.48 -6.14 0.91
H -2.05 -5.33 1.08
H -0.28 -3.64 1.23
H 0.51 -4.59 2.45
H -1.37 -4.27 3.66
C -3.72 1.51 -2.00
C -3.70 -0.05 -2.02
O -3.80 -0.45 -0.68
H -4.65 1.85 -1.55
H -3.63 2.00 -2.97
H -2.91 1.92 -1.39
H -2.77 -0.32 -2.51
H -4.51 -0.49 -2.60
H -2.92 -0.50 -0.29
C 2.92 2.58 0.12
C 3.45 3.82 -0.56
O 3.46 3.65 -1.98
H 3.59 1.74 -0.09
H 1.93 2.29 -0.23
H 2.93 2.58 1.21
H 4.45 4.14 -0.26
H 2.78 4.65 -0.35
H 3.93 4.40 -2.35
C 0.44 0.27 -3.56
C 1.69 0.95 -3.01
O 1.91 2.14 -3.72
H 0.34 -0.75 -3.20
H 0.42 0.30 -4.65
H -0.52 0.77 -3.35
H 2.53 0.29 -3.22
H 1.67 1.19 -1.94
H 2.50 2.64 -3.16
C -0.79 3.71 -2.03
C -0.34 5.17 -2.16
O -0.45 5.79 -0.88
H -0.54 3.21 -2.97
H -1.87 3.57 -1.96
H -0.36 3.25 -1.14
H -0.98 5.72 -2.86
H 0.66 5.20 -2.60
H -1.37 5.96 -0.66
C 0.71 -1.84 5.20
C 0.30 -0.97 4.03
O -1.11 -0.95 3.99
H 0.14 -1.58 6.10
H 1.77 -1.88 5.43
H 0.35 -2.85 5.03
H 0.72 -1.35 3.10
H 0.72 0.02 4.22
H -1.35 -0.58 4.84
C -0.34 3.09 3.81
C 0.47 3.85 2.74
O 1.53 4.39 3.45
H -1.26 2.59 3.50
H -0.61 3.77 4.62
H 0.30 2.31 4.21
H -0.27 4.59 2.43
H 0.78 3.16 1.95
H 1.87 5.08 2.88
C -1.81 -4.28 -3.05
C -2.03 -3.43 -1.80
O -0.76 -2.98 -1.34
H -2.81 -4.42 -3.47
H -1.35 -5.26 -2.94
H -1.33 -3.74 -3.86
H -2.50 -4.06 -1.04
H -2.75 -2.63 -1.88
H -0.82 -2.22 -0.75
C 2.74 -2.79 0.03
C 2.73 -3.05 -1.46
O 1.76 -4.03 -1.75
H 3.63 -2.20 0.25
H 2.86 -3.68 0.63
H 1.85 -2.26 0.37
H 3.70 -3.41 -1.81
H 2.51 -2.07 -1.88
H 0.87 -3.77 -1.52
*
```

Computed properties:
energy relative to the best compared isomer or geometry (same formula, charge and spin)	85.4	kJ/mol
⟨S²⟩	3.760
highest occupied orbital energy (alpha / beta)	-11.3 / -11.3	eV

---

C19H58N16O11 | ωB97M-V/def2-TZVPD

Geometry as ORCA input:
```
! wB97M-V def2-TZVPD RIJCOSX def2/J DEFGRID3
* xyz 0 1
C -2.43 0.02 -3.67
O -2.08 1.04 -4.20
N -3.17 -0.79 -4.29
N -2.03 -0.44 -2.48
H -3.86 -0.45 -4.96
H -3.70 -1.50 -3.66
H -1.53 0.17 -1.77
H -2.54 -1.23 -1.90
C 1.18 -0.85 2.85
O 0.54 -1.44 3.61
N 0.76 0.18 2.14
N 2.43 -1.21 2.55
H -0.24 0.43 2.26
H 1.36 0.77 1.59
H 2.78 -2.15 2.76
H 3.13 -0.57 2.21
C 0.56 0.92 -1.29
O 0.91 1.30 -2.38
N -0.51 1.37 -0.86
N 1.18 -0.01 -0.65
H -0.93 2.19 -1.32
H -0.86 1.10 0.06
H 1.90 -0.66 -1.01
H 0.78 -0.38 0.20
C 0.09 -2.40 -4.49
O 1.02 -2.75 -5.19
N -1.01 -2.15 -5.08
N 0.07 -2.17 -3.19
H -1.00 -2.47 -6.02
H -1.67 -1.48 -4.72
H 0.99 -2.25 -2.67
H -0.72 -1.54 -2.85
C -2.47 -1.83 1.68
O -1.82 -1.18 0.93
N -3.61 -2.34 1.41
N -2.04 -2.25 2.86
H -4.09 -1.96 0.61
H -4.08 -3.06 1.98
H -1.13 -2.12 3.18
H -2.68 -2.98 3.20
C 3.90 1.88 1.74
O 4.33 2.88 2.33
N 4.41 0.70 1.83
N 2.90 1.83 0.86
H 4.95 0.69 2.66
H 4.79 0.20 1.00
H 2.61 1.07 0.32
H 2.37 2.74 0.75
C -2.14 1.36 3.48
O -2.16 2.43 4.04
N -2.54 0.28 4.07
N -1.93 1.19 2.20
H -2.96 0.38 5.03
H -2.41 -0.72 3.69
H -2.00 2.13 1.66
H -1.99 0.31 1.65
C 1.78 4.44 2.54
O 1.10 4.57 1.52
C -0.09 3.71 1.62
C -1.16 4.19 0.65
N -2.46 3.52 0.84
C -3.51 3.87 -0.16
C -3.76 2.63 -0.99
O -4.95 2.80 -1.83
C -5.21 1.64 -2.60
H 1.26 4.94 3.35
H 2.77 4.95 2.47
H 1.89 3.43 2.86
H -0.53 3.79 2.60
H 0.21 2.64 1.42
H -0.80 4.03 -0.36
H -1.26 5.29 0.86
H -2.78 3.91 1.74
H -3.27 4.66 -0.78
H -4.44 4.27 0.22
H -3.93 1.73 -0.34
H -2.95 2.37 -1.44
H -4.82 0.73 -2.16
H -4.71 1.81 -3.53
H -6.23 1.43 -2.90
C -0.61 -4.79 1.09
O 0.17 -4.81 0.03
C 0.78 -3.56 -0.12
C 1.82 -3.86 -1.15
N 2.43 -2.62 -1.54
C 3.55 -2.36 -0.58
C 4.34 -1.15 -1.11
O 5.31 -0.75 -0.14
C 6.40 -0.17 -0.53
H -1.59 -4.33 0.93
H -0.18 -4.25 1.99
H -0.65 -5.86 1.42
H 1.21 -3.11 0.79
H 0.10 -2.83 -0.55
H 1.47 -4.25 -2.15
H 2.27 -4.66 -0.63
H 2.87 -2.90 -2.39
H 4.39 -3.07 -0.63
H 3.27 -2.36 0.47
H 3.84 -0.31 -1.47
H 4.84 -1.59 -1.96
H 6.13 0.66 -1.11
H 7.01 -0.82 -1.21
H 7.06 0.12 0.25
*
```

Computed properties:
SMILES string	COCCNCCOC.COCCNCCOC.NC(N)=O.NC(N)=O.NC(N)=O.NC(N)=O.NC(N)=O.NC(N)=O.NC(N)=O
energy relative to the best compared isomer or geometry (same formula, charge and spin)	804.1	kJ/mol
highest occupied orbital energy	-8.6	eV

---

C19H58N6O10 | ωB97M-V/def2-TZVPD

Geometry as ORCA input:
```
! wB97M-V def2-TZVPD RIJCOSX def2/J DEFGRID3
* xyz 0 1
C 2.66 1.86 -2.73
O 2.92 0.88 -2.05
N 2.27 1.92 -3.98
N 2.68 3.07 -2.17
H 2.53 1.10 -4.50
H 1.98 2.83 -4.33
H 2.35 3.83 -2.75
H 2.86 3.07 -1.18
C 3.63 1.86 1.16
O 3.17 2.80 0.52
N 4.12 1.91 2.35
N 3.80 0.69 0.53
H 3.86 2.72 2.90
H 4.60 1.13 2.78
H 4.04 -0.16 1.02
H 3.45 0.65 -0.41
C 0.38 4.77 2.45
O 0.71 5.88 2.02
N -0.55 4.54 3.36
N 1.04 3.64 2.22
H -1.02 5.33 3.78
H -0.76 3.63 3.74
H 1.87 3.63 1.64
H 0.64 2.83 2.68
C 2.40 -1.40 3.90
C 1.07 -1.33 4.61
O 0.88 -0.02 5.20
H 2.38 -0.80 2.99
H 2.78 -2.36 3.54
H 3.20 -0.91 4.44
H 1.08 -2.07 5.40
H 0.38 -1.63 3.82
H 1.64 0.19 5.76
C -2.91 1.93 3.60
C -1.72 1.44 4.39
O -0.46 1.81 3.89
H -3.84 1.45 3.90
H -2.80 1.61 2.56
H -3.02 3.01 3.72
H -1.73 0.36 4.29
H -1.87 1.70 5.44
H 0.21 1.34 4.40
C -0.44 -0.63 -4.02
C 0.02 -0.20 -5.46
O 1.02 -1.08 -5.97
H -1.08 -1.52 -4.03
H -0.99 0.22 -3.62
H 0.35 -0.88 -3.32
H 0.41 0.82 -5.52
H -0.82 -0.12 -6.14
H 1.89 -0.83 -5.65
C -1.50 3.13 -0.41
C -2.80 2.73 -1.12
O -3.33 3.87 -1.77
H -1.28 2.38 0.35
H -1.58 4.06 0.17
H -0.66 3.38 -1.05
H -3.50 2.33 -0.38
H -2.69 1.95 -1.86
H -4.07 3.62 -2.33
C -0.69 -0.59 1.13
C 0.51 0.25 0.75
O 0.44 0.42 -0.67
H -0.61 -1.60 0.73
H -1.65 -0.15 0.83
H -0.63 -0.80 2.19
H 1.40 -0.37 0.89
H 0.55 1.14 1.38
H 1.22 0.91 -0.94
C -3.13 -3.18 -0.09
C -4.47 -3.91 -0.30
C -4.88 -3.91 -1.79
O -4.29 -5.33 0.01
H -2.67 -3.53 0.84
H -3.32 -2.11 -0.12
H -2.40 -3.44 -0.86
H -5.32 -3.68 0.35
H -5.39 -3.02 -2.15
H -5.49 -4.76 -2.08
H -4.02 -3.94 -2.46
H -4.46 -5.40 0.95
C 2.21 -3.60 -3.75
C 2.02 -3.62 -2.25
C 0.54 -3.45 -1.80
O 2.43 -4.93 -1.84
H 1.68 -4.41 -4.25
H 3.25 -3.76 -4.02
H 1.95 -2.61 -4.15
H 2.64 -2.89 -1.74
H -0.09 -4.14 -2.36
H 0.22 -2.42 -1.94
H 0.45 -3.59 -0.72
H 2.14 -5.51 -2.55
*
```

Computed properties:
SMILES string	NC(N)=O.NC(N)=O.NC(N)=O.CC(C)O.CC(C)O.CCO.CCO.CCO.CCO.CCO
highest occupied orbital energy	-8.9	eV

---

C19H58N8O10 | ωB97M-V/def2-TZVPD

Geometry as ORCA input:
```
! wB97M-V def2-TZVPD RIJCOSX def2/J DEFGRID3
* xyz 0 1
C -2.13 -3.42 1.87
C -1.77 -2.74 3.20
C -3.05 -2.24 3.90
O -0.99 -3.64 4.05
H -2.87 -4.18 2.03
H -1.24 -3.92 1.48
H -2.49 -2.65 1.19
H -1.12 -1.85 3.09
H -3.67 -1.62 3.23
H -2.90 -1.77 4.86
H -3.76 -3.06 4.12
H -1.27 -3.63 4.97
C -2.41 3.02 4.23
C -1.34 3.23 3.19
C 0.00 2.61 3.60
O -1.75 2.78 1.92
H -3.29 3.48 3.79
H -2.04 3.48 5.15
H -2.60 1.96 4.38
H -1.14 4.32 3.12
H 0.74 3.03 2.91
H -0.04 1.53 3.46
H 0.24 2.95 4.60
H -0.96 2.67 1.39
C -2.25 3.61 -1.32
C -1.19 4.63 -0.99
C -1.71 5.67 -0.03
O -0.08 3.93 -0.38
H -1.80 2.89 -1.98
H -3.12 4.13 -1.72
H -2.46 3.22 -0.33
H -0.78 5.15 -1.85
H -2.67 6.09 -0.35
H -1.00 6.49 0.13
H -1.80 5.14 0.93
H 0.72 4.46 -0.40
C 2.93 2.21 -2.46
C 1.72 2.88 -3.14
O 1.67 2.40 -4.46
H 2.76 1.14 -2.30
H 3.14 2.77 -1.55
H 3.74 2.30 -3.19
H 1.76 3.97 -3.19
H 0.80 2.60 -2.60
H 1.03 2.85 -5.00
C -0.50 -0.59 -4.22
C 0.68 -1.12 -4.93
O 1.92 -0.59 -4.38
H -0.40 -0.77 -3.15
H -1.38 -1.16 -4.55
H -0.72 0.47 -4.34
H 0.61 -0.92 -5.99
H 0.72 -2.20 -4.81
H 1.76 0.37 -4.45
C 0.67 -1.06 0.13
C 0.82 0.42 0.19
O -0.36 1.03 -0.43
H 1.45 -1.63 0.61
H 0.52 -1.55 -0.82
H -0.22 -1.37 0.66
H 1.73 0.74 -0.32
H 0.92 0.66 1.26
H -0.10 1.96 -0.55
C 3.64 -3.10 -1.64
O 4.13 -2.36 -0.78
N 2.87 -2.58 -2.58
N 3.87 -4.42 -1.88
H 2.65 -1.61 -2.50
H 2.81 -2.97 -3.50
H 4.30 -5.02 -1.19
H 3.04 -4.81 -2.30
C -0.11 -5.30 -1.09
O -0.38 -5.21 -2.26
N -0.56 -6.36 -0.26
N 0.71 -4.40 -0.36
H -1.45 -6.69 -0.58
H -0.65 -6.11 0.70
H 0.48 -4.35 0.60
H 0.83 -3.52 -0.81
C 4.54 0.11 1.78
O 4.83 1.03 2.55
N 3.92 -1.11 2.20
N 4.46 0.20 0.42
H 3.92 -1.84 1.52
H 4.02 -1.35 3.17
H 4.94 1.01 0.08
H 4.30 -0.66 -0.10
C -3.95 -0.38 0.68
O -4.91 -1.12 0.58
N -3.91 0.71 1.54
N -2.88 -0.54 -0.11
H -3.30 1.49 1.35
H -4.69 0.81 2.17
H -2.09 0.06 -0.01
H -3.01 -1.11 -0.91
*
```

Computed properties:
SMILES string	NC(N)=O.NC(N)=O.NC(N)=O.NC(N)=O.CC(C)O.CC(C)O.CC(C)O.CCO.CCO.CCO
energy relative to the best compared isomer or geometry (same formula, charge and spin)	67.6	kJ/mol
highest occupied orbital energy	-9.4	eV

---

C19H62N2O12 | ωB97M-V/def2-TZVPD

Geometry as ORCA input:
```
! wB97M-V def2-TZVPD RIJCOSX def2/J DEFGRID3
* xyz 0 1
C 13.83 8.23 8.75
O 12.94 8.39 9.53
N 14.78 7.17 8.95
N 13.96 9.06 7.64
H 14.71 6.80 9.89
H 15.67 7.17 8.46
H 14.81 9.30 7.09
H 13.27 9.80 7.60
C 17.01 10.56 15.03
C 17.46 10.68 13.60
C 18.27 11.91 13.26
O 18.06 9.45 13.13
H 17.76 10.98 15.68
H 16.78 9.55 15.34
H 16.08 11.13 15.12
H 16.51 10.80 13.02
H 19.19 11.96 13.91
H 17.74 12.81 13.40
H 18.58 11.83 12.25
H 18.10 9.42 12.20
C 9.98 10.58 7.52
C 9.66 10.22 8.95
C 8.83 11.36 9.54
O 9.14 8.95 9.31
H 9.14 10.47 6.83
H 10.78 10.00 7.09
H 10.29 11.62 7.46
H 10.69 10.34 9.38
H 9.44 12.30 9.76
H 8.41 10.94 10.45
H 7.96 11.67 8.96
H 9.43 8.78 10.19
C 14.57 15.07 12.32
C 13.56 16.12 11.98
C 14.12 17.21 11.09
O 12.35 15.59 11.47
H 15.08 14.83 11.37
H 14.12 14.20 12.79
H 15.27 15.58 13.02
H 13.24 16.57 12.93
H 13.44 18.09 11.02
H 14.12 16.84 10.05
H 15.15 17.50 11.45
H 12.38 14.64 11.71
C 18.51 8.51 9.08
C 19.24 8.91 7.86
C 18.32 8.67 6.66
O 19.51 10.30 7.91
H 17.49 8.86 9.06
H 19.05 9.00 9.90
H 18.54 7.49 9.36
H 20.10 8.31 7.73
H 18.37 7.59 6.62
H 18.79 9.09 5.76
H 17.34 9.15 6.70
H 20.03 10.47 8.70
C 12.58 11.75 10.05
C 13.92 12.33 9.88
C 14.97 11.37 10.49
O 14.23 12.58 8.49
H 11.83 12.36 9.46
H 12.16 11.91 11.09
H 12.54 10.69 9.82
H 14.03 13.26 10.45
H 14.96 10.38 9.95
H 15.00 11.27 11.59
H 16.01 11.79 10.25
H 13.96 13.52 8.38
C 11.22 7.51 13.61
C 10.88 7.78 12.16
C 10.16 6.65 11.48
O 10.04 8.97 11.95
H 11.64 8.38 14.13
H 11.96 6.73 13.54
H 10.36 7.12 14.17
H 11.77 7.99 11.56
H 9.96 6.79 10.44
H 9.21 6.52 12.10
H 10.83 5.75 11.71
H 10.66 9.70 11.65
O 18.60 11.94 5.98
H 19.35 11.48 6.37
H 18.37 11.45 5.16
O 16.36 11.04 7.21
H 15.77 11.71 7.54
H 17.19 11.52 6.98
O 14.89 8.82 13.19
H 15.88 8.90 13.25
H 14.72 8.87 12.26
O 12.91 15.15 8.37
H 12.42 15.87 7.96
H 12.82 15.35 9.33
O 11.03 12.27 13.60
H 10.09 12.27 13.35
H 11.15 11.35 13.75
*
```

Computed properties:
SMILES string	NC(N)=O.CC(C)O.CC(C)O.CC(C)O.CC(C)O.CC(C)O.CC(C)O.O.O.O.O.O
energy relative to the best compared isomer or geometry (same formula, charge and spin)	0.0	kJ/mol
highest occupied orbital energy	-9.5	eV